No. 1
{
  "formula": "C14H14ClN3O3",
  "method": "ωB97M-V with the def2-TZVPD basis set",
  "orbital_gap_ev": 9.59,
  "smiles": "Cn1c(N)c(C(=O)CCl)c(=O)n(Cc2ccccc2)c1=O",
  "total_charge": 0,
  "max_force_ev_per_a": 0.43,
  "e_homo_ev": -9.219,
  "symbols": ["C", "N", "C", "N", "C", "C", "O", "C", "Cl", "C", "O", "N", "C", "C", "C", "C", "C", "C", "C", "C", "O", "H", "H", "H", "H", "H", "H", "H", "H", "H", "H", "H", "H", "H", "H"],
  "positions_angstrom": [[0.726, 1.422, -3.366], [0.575, 1.091, -1.962], [-0.290, 1.789, -1.175], [-0.996, 2.775, -1.715], [-0.428, 1.469, 0.189], [-1.333, 2.249, 1.015], [-2.006, 3.175, 0.572], [-1.423, 1.886, 2.480], [-2.534, 2.985, 3.323], [0.332, 0.372, 0.736], [0.288, -0.017, 1.888], [1.187, -0.276, -0.166], [1.969, -1.415, 0.325], [1.363, -2.714, -0.136], [2.020, -3.521, -1.053], [1.441, -4.703, -1.481], [0.199, -5.083, -1.002], [-0.463, -4.278, -0.090], [0.116, -3.099, 0.342], [1.356, 0.036, -1.480], [2.132, -0.541, -2.205], [-0.218, 1.291, -3.898], [1.462, 0.730, -3.774], [1.093, 2.442, -3.487], [-0.904, 3.041, -2.678], [-1.615, 3.262, -1.049], [-0.447, 1.957, 2.959], [-1.794, 0.869, 2.603], [2.988, -1.312, -0.053], [1.956, -1.347, 1.415], [2.982, -3.218, -1.437], [1.960, -5.328, -2.193], [-0.253, -6.005, -1.338], [-1.432, -4.571, 0.287], [-0.393, -2.473, 1.060]]
}

---

No. 2
{
  "formula": "C14H14F3N5O2",
  "method": "ωB97M-V with the def2-TZVPD basis set",
  "orbital_gap_ev": 10.12,
  "smiles": "[H]/N=C(\\C)C[C@@](C#N)(C(F)(F)F)[C@](C#C)(C#N)OC#N.CN(C)C=O",
  "total_charge": 0,
  "max_force_ev_per_a": 2.10,
  "e_homo_ev": -9.758,
  "symbols": ["H", "N", "C", "C", "C", "C", "C", "N", "C", "F", "F", "F", "C", "C", "C", "C", "N", "O", "C", "N", "H", "H", "H", "H", "H", "H", "C", "N", "C", "C", "O", "H", "H", "H", "H", "H", "H", "H"],
  "positions_angstrom": [[-5.755, 2.203, -2.008], [-4.850, 2.214, -2.480], [-4.113, 1.315, -1.989], [-4.683, 0.409, -0.887], [-2.719, 1.197, -2.594], [-1.543, 1.207, -1.591], [-0.318, 1.338, -2.457], [0.603, 1.487, -3.127], [-1.508, 2.466, -0.704], [-1.405, 3.558, -1.417], [-2.526, 2.558, 0.118], [-0.406, 2.413, 0.047], [-1.350, -0.136, -0.760], [0.071, -0.542, -0.795], [1.177, -0.978, -0.851], [-2.096, -1.299, -1.331], [-2.745, -2.097, -1.845], [-1.754, 0.014, 0.630], [-0.882, -0.379, 1.513], [-0.095, -0.542, 2.337], [-3.948, -0.023, -0.206], [-5.329, 1.047, -0.270], [-5.345, -0.331, -1.347], [-2.674, 0.350, -3.288], [-2.588, 2.082, -3.228], [2.255, -1.198, -0.796], [4.721, -1.683, 3.815], [4.399, -1.566, 2.406], [5.426, -1.114, 1.481], [3.182, -1.861, 1.926], [2.854, -1.780, 0.752], [5.028, -0.709, 4.200], [5.539, -2.395, 3.944], [3.856, -2.030, 4.377], [5.092, -0.205, 0.980], [5.599, -1.881, 0.725], [6.351, -0.916, 2.018], [2.476, -2.192, 2.701]]
}

---

No. 3
{
  "formula": "C14H14I2NO3PtSe2",
  "method": "ωB97M-V with the def2-TZVPD basis set",
  "orbital_gap_ev": [5.44, 6.16],
  "spin_multiplicity": 3,
  "total_charge": -1,
  "max_force_ev_per_a": 0.43,
  "e_homo_ev": [-3.312, -4.031],
  "symbols": ["Pt", "I", "C", "C", "C", "I", "C", "C", "C", "C", "N", "C", "C", "O", "H", "H", "H", "H", "O", "C", "C", "C", "O", "C", "Se", "C", "Se", "H", "H", "H", "H", "H", "H", "H", "H", "H", "H"],
  "positions_angstrom": [[-0.203, -1.289, -0.213], [0.621, -1.699, 5.102], [2.000, -1.698, 3.537], [3.368, -1.752, 3.817], [4.294, -1.746, 2.805], [6.328, -1.815, 3.325], [3.883, -1.689, 1.453], [4.743, -1.665, 0.332], [4.224, -1.614, -0.929], [2.831, -1.588, -1.102], [2.007, -1.609, -0.084], [2.493, -1.646, 1.183], [1.490, -1.630, 2.229], [0.251, -1.562, 1.941], [3.695, -1.795, 4.846], [5.815, -1.680, 0.484], [4.871, -1.590, -1.796], [2.381, -1.547, -2.086], [-3.714, 3.634, -1.409], [-3.983, 2.306, -0.925], [-2.819, 1.343, -1.216], [-2.685, 1.118, -2.723], [-2.368, 2.291, -3.468], [-3.279, 0.051, -0.515], [-2.416, -1.653, -0.987], [-1.550, 1.930, -0.579], [0.179, 1.075, -0.943], [-4.469, 4.193, -1.210], [-4.885, 1.913, -1.405], [-4.154, 2.337, 0.157], [-3.624, 0.675, -3.087], [-1.891, 0.398, -2.900], [-2.841, 3.033, -3.075], [-4.344, -0.105, -0.707], [-3.152, 0.168, 0.559], [-1.681, 1.954, 0.504], [-1.417, 2.955, -0.917]]
}

---

No. 4
{
  "formula": "C14H14IN5Ru",
  "method": "ωB97M-V with the def2-TZVPD basis set",
  "orbital_gap_ev": [8.46, 4.28],
  "spin_multiplicity": 5,
  "total_charge": 2,
  "max_force_ev_per_a": 6.49,
  "e_homo_ev": [-15.531, -15.524],
  "symbols": ["C", "C", "H", "H", "H", "H", "H", "H", "C", "C", "C", "C", "H", "H", "H", "H", "N", "C", "C", "N", "C", "C", "C", "H", "H", "C", "H", "H", "Ru", "I", "N", "C", "N", "C", "N"],
  "positions_angstrom": [[1.797, 2.937, 1.057], [2.670, 1.244, -0.054], [2.044, 3.791, 0.446], [2.836, 2.722, 1.518], [1.052, 3.213, 1.765], [2.771, 1.018, -1.111], [3.471, 2.141, 0.095], [3.018, 0.587, 0.744], [-2.461, 1.537, -0.254], [-3.703, 1.206, -0.797], [-3.853, 0.052, -1.576], [-2.738, -0.762, -1.732], [-2.338, 2.467, 0.303], [-4.551, 1.877, -0.641], [-4.795, -0.239, -2.065], [-2.738, -1.670, -2.330], [-1.393, 0.741, -0.385], [-1.533, -0.393, -1.107], [-0.381, -1.276, -1.158], [0.760, -0.814, -0.588], [1.772, -1.681, -0.423], [0.583, -3.445, -1.584], [1.721, -2.995, -0.902], [2.648, -1.322, 0.117], [2.589, -3.632, -0.760], [-0.497, -2.575, -1.704], [-1.426, -2.869, -2.204], [0.519, -4.452, -2.027], [0.795, 1.441, 0.181], [0.609, 2.882, -1.968], [0.668, 0.776, 1.926], [0.356, 0.013, 2.788], [-0.109, -0.883, 3.549], [-0.070, -0.798, 4.853], [-0.093, -0.838, 6.027]]
}